Entry 1:
Here is a molecular structure, C20H32N3OPPdSSi in a non-equilibrium geometry from the Open Molecules 2025 dataset. Energies are from ωB97M-V/def2-TZVPD.

## Properties
**2S+1**: 5
**HOMO energy (spin up / spin down)**: -3.23 / -7.97 eV
**⟨S²⟩**: 6.0414

```
60
C20H32N3OPPdSSi | the Open Molecules 2025 dataset | ωB97M-V/def2-TZVPD
Pd 0.59530 0.19764 -0.68274
Si -0.62025 -1.77379 0.31415
P 1.77003 -1.24382 -2.09151
N -1.05864 -0.85841 -1.07450
H 1.43019 1.53218 1.09080
C 2.51098 -0.17846 -3.35738
H 3.08176 -0.77648 -4.07992
H 3.15233 0.56264 -2.86450
H 1.69019 0.34171 -3.87477
C 3.04348 -2.17597 -1.18893
H 3.69364 -2.70448 -1.89732
H 2.56656 -2.91302 -0.52926
H 3.64011 -1.48387 -0.58221
C 0.89766 -2.50270 -3.06867
H 1.64053 -3.15090 -3.55260
H 0.28925 -2.01509 -3.83971
H 0.24862 -3.11422 -2.43366
C 0.53901 -2.01999 1.81417
H 0.29324 -1.37398 2.66220
H 1.61411 -2.03570 1.62974
H 0.24605 -3.04703 2.09425
H -1.84958 -1.70323 1.13407
H -0.29100 -3.12480 -0.20949
C -1.89596 -0.94110 -2.15131
C -3.07301 0.25052 -3.90882
C -2.00184 0.17903 -3.02215
C -2.74508 -2.06420 -2.33264
C -3.79027 -1.98538 -3.24259
C -3.99199 -0.80311 -3.98971
H -3.16920 1.13132 -4.53879
H -1.25286 0.96547 -2.93719
H -2.56328 -2.98291 -1.75181
H -4.45518 -2.83041 -3.39496
H -4.84926 -0.72914 -4.66210
C 2.50323 1.55220 0.73405
O 2.53222 0.80367 -0.46959
C 2.90771 2.99505 0.45728
H 3.76962 3.28849 1.07097
H 2.06757 3.65932 0.69637
H 3.16164 3.12595 -0.60207
C 3.39035 0.79595 1.71702
H 4.29556 0.43653 1.19533
H 2.85993 -0.08634 2.09756
H 3.68780 1.42673 2.56347
N -3.45280 0.66541 0.34766
C -2.74224 1.16788 1.36756
N -1.49577 0.90126 1.69379
C -1.15848 1.46002 2.92146
C 0.03892 1.29605 3.62838
C 0.19512 1.90937 4.87155
C -0.85048 2.69989 5.40835
C -2.06162 2.85096 4.72053
C -2.21663 2.23630 3.49279
S -3.62387 2.25699 2.46443
H -4.44949 0.84402 0.33621
H -3.05472 -0.04507 -0.26385
H 0.83055 0.67904 3.17757
H 1.12525 1.78006 5.43957
H -0.70211 3.22012 6.35613
H -2.89288 3.45180 5.09735
```

=====

Entry 2:
Here is a single C14H16N2O4S3 molecule in a non-equilibrium geometry from the Open Molecules 2025 dataset. Energies are from ωB97M-V/def2-TZVPD.

## Properties
**2S+1**: 1
**HOMO energy**: -8.54 eV
**Energy above the lowest of the compared OMol25 structures with the same formula, charge and spin**: 0.0 kcal per mole
**SMILES string**: CCOC(=O)Cc1csc(NS(=O)(=O)c2ccc(SC)cc2)n1

```
39
C14H16N2O4S3 | the Open Molecules 2025 dataset | ωB97M-V/def2-TZVPD
C 3.79187 1.49426 0.16008
C 2.60078 1.11339 1.02644
H 2.88588 1.02710 2.07702
H 2.16725 0.17265 0.67399
O 1.58014 2.11469 1.00770
C 0.78688 2.15110 -0.05992
O 0.88621 1.41655 -1.00663
C -0.28767 3.21725 0.09172
C -1.59959 2.53770 -0.13397
C -2.40303 2.65931 -1.22177
S -3.73714 1.56284 -1.13030
C -3.08254 1.00964 0.38642
N -2.00048 1.59639 0.76667
N -3.70176 -0.01335 1.05698
H -3.34901 -0.14778 1.99463
S -3.76055 -1.48494 0.18302
O -4.52225 -1.23894 -0.99766
O -4.20062 -2.46668 1.12264
C -2.03937 -1.71512 -0.21698
C -1.53401 -1.22611 -1.40965
C -0.18114 -1.31963 -1.65735
C 0.66524 -1.90511 -0.71288
C 0.14377 -2.39010 0.48353
C -1.21338 -2.28664 0.72954
H -1.64515 -2.65831 1.64563
H 0.77926 -2.84075 1.22842
S 2.36800 -1.97749 -1.13808
C 3.11895 -2.95208 0.20273
H 4.15907 -3.07903 -0.08055
H 2.63654 -3.92229 0.26973
H 3.06034 -2.41372 1.14429
H 0.24000 -0.93262 -2.57089
H -2.20796 -0.79239 -2.13067
H -2.28559 3.31055 -2.06281
H -0.13527 3.99241 -0.65872
H -0.22891 3.63965 1.09378
H 4.56894 0.74193 0.25979
H 4.18836 2.45927 0.46606
H 3.48794 1.54640 -0.88198
```

=====

Entry 3:
Here is a molecular structure, CHI2NO in a non-equilibrium geometry from the Open Molecules 2025 dataset. Energies are from ωB97M-V/def2-TZVPD.

## Properties
**2S+1**: 1
**HOMO energy**: -8.24 eV
**Energy above the lowest of the compared OMol25 structures with the same formula, charge and spin**: 40.7 kcal per mole

```
6
CHI2NO | the Open Molecules 2025 dataset | ωB97M-V/def2-TZVPD
C 0.08294 -0.97790 -0.50777
N -0.15079 0.56171 0.54321
O 1.17664 -1.21301 -0.81319
I 1.67689 1.38576 0.82713
I -1.86670 1.59126 0.60976
H -0.91898 -1.34783 -0.65914
```

=====

Entry 4:
Here is a single C4H6N2O molecule in a non-equilibrium geometry from the Open Molecules 2025 dataset. Energies are from ωB97M-V/def2-TZVPD.

## Properties
**2S+1**: 1
**HOMO energy**: -8.49 eV
**Energy above the lowest of the compared OMol25 structures with the same formula, charge and spin**: 36.8 kcal per mole
**SMILES string**: Cc1[nH]ncc1O

```
13
C4H6N2O | the Open Molecules 2025 dataset | ωB97M-V/def2-TZVPD
C 1.52735 -0.75249 -0.04390
C 0.12529 -0.26534 -0.07162
C -1.78613 0.87335 -0.01842
C -0.42475 1.00593 -0.04816
H 1.50345 -1.86814 -0.09619
H 2.15474 -0.46241 -0.91658
H 1.95647 -0.51676 0.95643
H -0.99194 -2.09297 0.16192
H -2.55188 1.61019 0.07978
H 1.26413 1.84141 0.23583
N -0.98113 -1.07444 -0.07840
N -2.14476 -0.43014 -0.07051
O 0.34916 2.13180 -0.09017
```

=====

Q: Which of these has the highest 2S+1?
A: C20H32N3OPPdSSi